No. 1
Molecular formula: C46H44ClInN6O6S3
Method: DFT, the ωB97M-V functional and the def2-TZVPD basis

The spin multiplicity is 1.

Atoms and positions in Å:
In 0.00065 0.18202 -0.56664
S -1.13359 1.50137 -2.30760
C -1.87632 2.81332 -1.45004
N -2.10448 2.91549 -0.18240
C -2.70750 4.13458 0.11559
C -3.05884 4.57697 1.39135
C -3.64962 5.81803 1.53683
C -3.90308 6.63017 0.42894
C -3.56028 6.21049 -0.84280
C -2.95783 4.96595 -0.98561
S -2.39230 4.18544 -2.42336
H -2.86565 3.94932 2.24549
H -3.91833 6.16755 2.52549
H -4.37594 7.59394 0.56493
H -3.75276 6.83714 -1.70381
C -1.59379 1.23898 3.14490
C -0.50585 0.29861 3.55765
C 0.14272 0.44224 4.77788
C 1.09372 -0.47781 5.19240
C 1.40786 -1.54918 4.37385
C 0.79085 -1.71948 3.13841
C 1.17798 -2.87957 2.26113
C -0.16569 -0.78429 2.74900
N -0.86774 -0.94273 1.50279
C -1.77263 -1.83932 1.45284
C -2.19252 -2.67797 2.62866
C -2.55285 -2.06037 0.17601
C -3.47455 -3.24907 0.12495
N -2.42220 -1.19522 -0.73461
C -3.13048 -1.28309 -1.97018
C -2.83950 -2.25250 -2.93260
C -1.90036 -3.40293 -2.69329
C -3.46411 -2.14801 -4.17399
C -4.37486 -1.14456 -4.44263
C -4.69728 -0.23003 -3.45106
C -4.08537 -0.28566 -2.20952
C -4.47278 0.66745 -1.11541
H -1.69247 2.03750 3.88010
H -2.55665 0.72423 3.07188
H -1.38765 1.68640 2.17360
H -0.12019 1.27803 5.41643
H 1.58230 -0.36213 6.15156
H 2.15694 -2.26904 4.68404
H 2.25288 -3.05270 2.33453
H 0.93554 -2.69942 1.21539
H 0.68056 -3.79946 2.58392
H -1.63893 -2.42126 3.52514
H -2.04492 -3.73719 2.41230
H -3.25665 -2.52934 2.81814
H -4.16011 -3.24788 0.97142
H -2.90020 -4.17692 0.16942
H -4.05410 -3.23965 -0.79310
H -1.23903 -3.23369 -1.84854
H -1.28607 -3.57708 -3.57528
H -2.46590 -4.31920 -2.49987
H -3.22140 -2.87882 -4.93684
H -4.83564 -1.07502 -5.41955
H -5.42440 0.55003 -3.64354
H -4.90387 1.57979 -1.52805
H -3.61890 0.93510 -0.49718
H -5.22158 0.21156 -0.46001
Cl 7.38745 0.89487 1.25596
C 5.66855 0.66204 1.08177
C 4.88254 0.43321 2.22332
C 3.53250 0.24313 2.11259
C 2.86864 0.28210 0.85171
O 1.60315 0.07859 0.81889
C 3.68413 0.54752 -0.28270
C 3.14112 0.71917 -1.60067
O 1.95490 0.79015 -1.90613
C 5.07847 0.71080 -0.14573
H 5.36077 0.40724 3.19472
H 2.92070 0.06388 2.98583
H 3.89006 0.84566 -2.40276
H 5.67657 0.89099 -1.03165
O 0.34974 -1.14159 -2.97551
C 0.82396 -1.92749 -2.15698
O 0.54269 -1.86808 -0.88926
C 1.77111 -3.00249 -2.57549
C 2.65019 -3.55419 -1.65485
C 3.54898 -4.56014 -2.02327
C 3.50149 -4.97819 -3.32880
O 4.24913 -5.95302 -3.92822
C 3.85110 -5.97382 -5.29959
O 2.81379 -5.01231 -5.47432
C 2.63538 -4.41658 -4.25221
C 1.75964 -3.42240 -3.91422
H 2.64010 -3.17810 -0.64045
H 4.24523 -4.99365 -1.31904
H 3.47470 -6.96678 -5.55046
H 4.70321 -5.70929 -5.92917
H 1.09802 -2.95437 -4.62983
C 3.08441 4.32072 3.73010
C 1.60820 4.17127 3.36138
C 1.41080 3.81650 1.92485
N 0.83258 2.74520 1.52530
N 0.81387 2.60078 0.16127
C 1.36436 3.60116 -0.46063
N 1.39003 3.73959 -1.80777
S 2.00169 4.80838 0.61105
H 3.19399 4.51429 4.79694
H 3.54663 5.14938 3.19089
H 3.63200 3.41002 3.48364
H 1.06466 5.09118 3.59096
H 1.15236 3.36304 3.93505
H 1.15096 2.91788 -2.34786
H 2.02118 4.40262 -2.21811


No. 2
Molecular formula: C46H44N10PbSSbSe4
Method: DFT, the ωB97M-V functional and the def2-TZVPD basis

The spin multiplicity is 1. As for the charge: -1.

Atoms and positions in Å:
Pb -0.54935 0.40195 0.52800
N -0.17319 4.39180 -1.32103
C 0.26369 3.55149 -0.39656
N -0.31665 3.28986 0.74501
C -1.54945 3.84679 0.95907
N -2.29849 3.47062 1.96310
N -1.88247 2.28216 2.46802
C -2.22553 2.04747 3.67701
C -1.88160 0.80817 4.37930
C -2.50842 0.53304 5.59977
C -2.18249 -0.62340 6.28215
C -1.23030 -1.47500 5.73965
C -0.65208 -1.11413 4.53262
N -0.95660 -0.00936 3.86334
C -2.07856 4.83947 0.03298
C -3.32486 5.45332 0.20340
C -3.83063 6.26473 -0.78553
C -3.11757 6.45557 -1.97574
C -1.89729 5.85396 -2.17032
C -1.37658 5.05379 -1.15189
H 0.21344 4.26457 -2.28348
H 1.17217 3.02058 -0.66350
H -2.81352 2.78740 4.22251
H -3.24621 1.22286 5.98805
H -2.66207 -0.85783 7.22426
H -0.93888 -2.39093 6.23531
H 0.10016 -1.75148 4.07407
H -3.87861 5.24952 1.10898
H -4.80208 6.72627 -0.66264
H -3.54689 7.05175 -2.77049
H -1.36680 5.93586 -3.10972
C -2.83265 -2.12499 -2.49484
C -3.75710 -1.84003 -1.34955
C -5.07058 -1.44746 -1.55859
C -5.92477 -1.20882 -0.49081
C -5.47208 -1.37453 0.80473
C -4.15639 -1.75389 1.06136
C -3.68733 -1.92563 2.48124
C -3.31257 -1.96388 -0.02686
N -1.91993 -2.20150 0.15248
C -1.42640 -3.35995 0.14387
C -2.21305 -4.63632 0.07096
C 0.08843 -3.42765 0.09598
C 0.80486 -4.73225 0.33793
N 0.68151 -2.34887 -0.21102
C 2.08955 -2.28469 -0.32946
C 2.83519 -1.75314 0.72717
C 2.15889 -1.40253 2.02408
C 4.20054 -1.56902 0.54679
C 4.80967 -1.90156 -0.65398
C 4.05267 -2.43789 -1.68320
C 2.68463 -2.64789 -1.54185
C 1.88347 -3.26364 -2.65437
H -3.31595 -1.93252 -3.44994
H -2.48877 -3.16564 -2.47954
H -1.95492 -1.47748 -2.46271
H -5.41314 -1.30496 -2.57583
H -6.93914 -0.87782 -0.67409
H -6.13778 -1.19420 1.64223
H -4.23259 -2.73576 2.97294
H -3.85348 -1.01690 3.06424
H -2.62570 -2.15666 2.53059
H -3.27380 -4.41700 -0.03271
H -2.06156 -5.22875 0.97597
H -1.89029 -5.24234 -0.77863
H 0.13485 -5.53662 0.62607
H 1.55003 -4.59712 1.12386
H 1.34662 -5.03158 -0.56125
H 1.28454 -0.76920 1.85702
H 2.84438 -0.87636 2.68944
H 1.80765 -2.29883 2.54502
H 4.78490 -1.14796 1.35813
H 5.87109 -1.73590 -0.79092
H 4.52071 -2.68504 -2.62932
H 2.36148 -3.07603 -3.61584
H 0.87500 -2.85512 -2.70118
H 1.80650 -4.34948 -2.52936
N 3.96775 0.68097 -1.26814
C 3.99210 0.26479 -2.61510
C 5.20844 0.19779 -3.27074
C 5.26483 -0.19347 -4.60373
C 4.09644 -0.50106 -5.27455
C 2.87293 -0.42880 -4.61614
C 2.81579 -0.06501 -3.27980
S 1.23436 0.00083 -2.47388
N 1.65031 0.56326 -0.92779
C 2.82967 0.83634 -0.52938
C 2.99547 1.37017 0.86402
C 4.21449 1.78254 1.39423
C 4.24587 2.26302 2.69477
C 3.07326 2.31805 3.42796
C 1.90427 1.88325 2.81960
N 1.87418 1.42620 1.57821
H 4.84810 0.93423 -0.86641
H 6.11668 0.45662 -2.73609
H 6.22105 -0.23967 -5.10900
H 4.12074 -0.77680 -6.32080
H 1.94223 -0.62266 -5.13637
H 5.13387 1.74436 0.82797
H 5.18206 2.59542 3.12480
H 3.05603 2.69360 4.44168
H 0.95069 1.90364 3.33695
Se 0.97354 3.29930 -4.04935
Sb -1.10470 1.95536 -4.06981
Se -1.87909 1.38404 -1.58618
Se -0.70324 -0.18407 -5.17544
Se -3.07764 3.19225 -4.69350


No. 3
Molecular formula: C46H45AlN3SbTe
Method: DFT, the ωB97M-V functional and the def2-TZVPD basis

The spin multiplicity is 1. As for the charge: +2.

Atoms and positions in Å:
Al 17.57452 10.67248 10.67127
C 18.90883 12.39283 12.50640
N 18.07622 12.66241 11.29867
C 17.03934 13.61359 11.73828
C 18.95505 13.13850 10.22833
C 19.35003 14.47905 10.10496
C 20.04398 14.92030 8.98575
C 20.51482 14.01728 8.03460
C 20.16474 12.67584 8.16145
C 19.38494 12.26503 9.24160
N 19.07057 10.89063 9.48964
C 19.91556 9.78300 9.38353
C 21.10340 9.72133 8.59544
C 21.65214 8.44837 8.34663
C 21.25316 7.35770 9.10822
C 20.28633 7.45336 10.06493
C 19.62366 8.66610 10.24650
N 18.60362 8.84643 11.32010
C 17.51006 7.83343 11.22767
C 19.34292 8.81257 12.63204
H 19.19825 13.40657 12.97026
H 19.88885 11.87834 12.19934
H 18.31081 11.77330 13.19962
H 16.49744 13.19343 12.55495
H 16.38468 13.88900 10.91750
H 17.55227 14.51055 12.04726
H 18.94532 15.10074 10.88581
H 20.19467 16.00852 8.83448
H 21.06613 14.41045 7.18139
H 20.36631 11.97367 7.37410
H 21.56138 10.61997 8.14178
H 22.42849 8.31772 7.58601
H 21.63607 6.35578 8.88764
H 19.86838 6.60319 10.61552
H 17.73854 6.89096 11.73914
H 17.35109 7.59620 10.19885
H 16.54468 8.17383 11.69786
H 19.89065 7.86228 12.78807
H 18.59126 8.97302 13.44534
H 20.12797 9.55606 12.56996
C 13.16577 19.01125 7.35549
C 13.05958 17.83761 6.61959
C 12.84753 16.61842 7.26940
C 12.68589 16.63032 8.67329
C 12.84693 17.80488 9.40994
C 13.11277 19.00441 8.76119
Sb 12.48291 14.71081 9.58198
C 10.49522 14.61032 8.55713
C 10.01798 13.37100 8.18195
C 8.77112 13.23682 7.60298
C 8.00720 14.41068 7.27761
C 8.46478 15.63551 7.71476
C 9.66533 15.72791 8.46205
C 11.56306 15.17814 11.52489
C 10.30490 14.74524 11.84368
C 9.70708 15.06993 13.05354
C 10.42913 15.72904 14.06737
C 11.71121 16.20435 13.70262
C 12.25700 15.94285 12.42482
H 13.34257 19.93040 6.81362
H 13.29166 17.83458 5.60922
H 12.67015 15.66601 6.76567
H 12.77293 17.66019 10.51093
H 13.25895 19.89594 9.39308
H 10.57557 12.49242 8.41355
H 8.33884 12.28763 7.33951
H 7.12269 14.36457 6.64217
H 7.85300 16.55301 7.65272
H 9.98285 16.69930 8.83498
H 9.78675 14.12916 11.13474
H 8.68963 14.76670 13.16759
H 9.99319 15.86005 15.08639
H 12.24497 16.76389 14.44999
H 13.22060 16.36968 12.14202
Te 15.08993 11.04099 9.89924
C 13.35463 10.29082 10.96328
C 12.15987 10.10340 10.16909
C 11.04197 9.80574 10.88097
C 11.06592 9.61512 12.29162
C 12.24533 9.89091 13.02867
C 13.39854 10.23738 12.34699
C 14.89438 9.33103 8.53447
C 14.71362 8.00704 8.99063
C 14.76997 6.97095 8.06916
C 15.01708 7.26130 6.75278
C 14.98577 8.57306 6.25314
C 15.04794 9.62559 7.16228
H 12.23465 10.23645 9.10287
H 10.11467 9.59984 10.39912
H 10.15099 9.29754 12.80898
H 12.02358 9.91391 14.13846
H 14.35507 10.34164 12.90838
H 14.41113 7.79170 10.04203
H 14.69428 5.90290 8.36647
H 15.14305 6.42742 6.02447
H 14.90691 8.75556 5.21531
H 15.04538 10.71438 6.84078


No. 4
Molecular formula: C46H45IrN2O4S
Method: DFT, the ωB97M-V functional and the def2-TZVPD basis

The spin multiplicity is 2. As for the charge: +1. As for the expectation value of S²: 0.752.

Atoms and positions in Å:
Ir 0.06695 -0.45244 -0.24952
O 1.66201 2.42951 0.75264
C 1.08256 3.52208 0.52707
C -1.23008 2.49879 0.01508
O -1.98972 3.30270 0.33089
O -0.72400 1.54122 -0.36649
C 0.77624 4.25320 1.73987
C 0.08737 5.47794 1.70970
C -0.14619 6.16430 2.87852
C 0.30760 5.64699 4.09162
C 0.98917 4.43267 4.13397
C 1.21178 3.72721 2.97137
C 1.33796 4.15303 -0.77654
C 2.62113 3.94970 -1.30701
C 2.97780 4.54850 -2.50044
C 2.06433 5.34426 -3.18092
C 0.78309 5.53934 -2.66592
C 0.41471 4.94471 -1.47624
H 1.91324 1.87967 -0.05746
H -0.26261 5.89361 0.77588
H -0.67771 7.10589 2.85172
H 0.13258 6.19683 5.00730
H 1.34605 4.04012 5.07598
H 1.74551 2.78656 2.99959
H 3.36073 3.37100 -0.76392
H 3.97356 4.39418 -2.89408
H 2.34741 5.81469 -4.11393
H 0.06919 6.15575 -3.19750
H -0.59892 5.06790 -1.11552
N 2.80358 -6.64847 1.48614
C 2.37561 -6.33105 0.25090
S 2.55918 -7.25500 -1.02838
C 1.71956 -4.89463 0.16585
C 1.16137 -4.46507 -1.00894
C 0.64755 -3.17531 -1.09249
N 0.68505 -2.33175 -0.05772
C 1.15301 -2.76725 1.10866
C 1.68308 -4.04895 1.24639
H 3.13490 -7.59353 1.60498
H 2.41745 -6.20869 2.30356
H 1.11251 -5.12810 -1.86381
H 0.18290 -2.81400 -1.99900
H 1.09819 -2.08542 1.94584
H 2.07296 -4.32337 2.21692
C 4.16893 1.16331 1.46439
C 4.75352 0.31791 0.34034
C 4.41607 -1.15372 0.58697
C 4.35908 0.74658 -1.08083
C 5.39628 1.19032 -1.90455
C 5.19308 1.52581 -3.22726
C 3.92888 1.38616 -3.75411
C 2.84102 0.96609 -2.98049
C 1.50098 0.82266 -3.70583
C 0.95030 -0.60265 -3.62905
C 0.43097 1.81312 -3.25856
C 3.04348 0.68983 -1.60610
O 1.99780 0.39150 -0.78749
H 4.55681 0.81894 2.43059
H 3.08949 1.06723 1.47932
H 4.43556 2.22123 1.35409
H 5.83993 0.42453 0.38178
H 3.33598 -1.29456 0.54496
H 4.77222 -1.46988 1.57498
H 4.87922 -1.79847 -0.16351
H 6.39893 1.25081 -1.48973
H 6.01538 1.86509 -3.84586
H 3.76550 1.60688 -4.80632
H 1.71300 1.03749 -4.75425
H 0.52298 -0.79301 -2.64183
H 1.73070 -1.34352 -3.81234
H 0.15233 -0.75298 -4.36382
H 0.05955 1.56193 -2.27078
H -0.42156 1.79322 -3.94882
H 0.81887 2.82908 -3.23954
C -0.50578 -0.81388 4.98841
C -1.57526 -1.68672 4.81448
C -2.19788 -1.80202 3.58025
C -1.76020 -1.07109 2.47233
C -0.69122 -0.19343 2.67034
C -0.06676 -0.06335 3.90957
C -2.41524 -1.27922 1.15316
C -1.80660 -1.11416 -0.02878
C -2.50302 -1.45985 -1.31232
C -2.66824 -0.51037 -2.31921
C -3.32322 -0.83293 -3.50045
C -3.80482 -2.12042 -3.70407
C -3.63916 -3.07503 -2.71383
C -2.99215 -2.74422 -1.52479
H -0.03375 -0.71054 5.95793
H -1.92635 -2.28032 5.64906
H -3.03386 -2.48292 3.46031
H -0.34854 0.45220 1.86346
H 0.75075 0.63871 4.03007
H -3.44509 -1.63501 1.18509
H -2.30340 0.50115 -2.16519
H -3.46778 -0.07393 -4.26075
H -4.30629 -2.37564 -4.62944
H -4.01993 -4.07844 -2.85890
H -2.86861 -3.48922 -0.74612


Table of energy above the lowest of the compared OMol25 structures with the same formula, charge and spin (kJ/mol), in record order: 17.1, 77.6, 371.4, 129.5